A 9-piece molecular cluster, C69H89ClN8O8S overall at a distorted geometry. Source: the Open Molecules 2025 dataset; level of theory: ωB97M-V/def2-TZVPD.

Values from the calculation:
**M**: 1226.04 g mol⁻¹
**Frontier orbital gap**: 8.944 eV
**SMILES**: CC[C@@H](Cl)[C@]1(CCOCCOc2ccc(C(C)(C)CC(C)(C)C)cc2)CCS(=O)(=O)O[C@H]1COCOCCO.c1ccncc1.c1ccncc1.c1ccncc1.c1ccncc1.c1ccncc1.c1ccncc1.c1ccncc1.c1ccncc1
**2S+1**: 1
**F_max**: 3.1 eV/Å

Each line ends with the Löwdin charge.
CARTESIAN COORDINATES (ANGSTROEM)
C -3.1771 1.8231 2.9464  -0.1086
C -2.4023 0.5269 3.3475  -0.2484
C -1.8968 -0.1799 2.0849  -0.5552
Cl -0.7937 0.9886 1.2436  0.7298
C -1.2418 -1.5756 2.2356  -0.3769
C -1.1710 -2.1533 0.7697  -0.0942
C -2.2196 -3.1908 0.4004  -0.2033
O -3.5516 -2.6607 0.3649  -0.1212
C -4.2968 -3.4298 -0.5649  -0.1935
C -4.2160 -2.8365 -1.9699  -0.1648
O -4.6226 -1.4594 -2.0186  -0.0619
C -3.6232 -0.7047 -2.6300  -0.2992
C -2.8766 0.1542 -1.8702  0.0037
C -1.8766 0.8962 -2.4372  -0.0302
C -1.6297 0.7920 -3.7941  -0.1850
C -0.4756 1.6526 -4.3620  -0.4469
C -0.7681 3.1137 -3.8581  -0.0513
C -0.4948 1.7490 -5.9008  -0.0368
C 0.8995 1.2720 -3.7586  -0.1111
C 1.6639 0.0716 -4.3787  -0.5419
C 0.7895 -1.0978 -4.8681  -0.0530
C 2.6738 0.4886 -5.4952  -0.0414
C 2.5321 -0.5146 -3.2265  -0.0768
C -2.3829 -0.0770 -4.5412  -0.0328
C -3.3880 -0.8267 -3.9644  -0.0050
C -1.9724 -2.5015 3.2109  -0.1387
C -1.6382 -2.2949 4.7251  -0.1625
S -0.1841 -1.3113 5.1329  0.6343
O -0.6125 -0.2620 6.0098  -0.2869
O 0.7608 -2.1473 5.8015  -0.2545
O 0.4512 -0.6364 3.8231  -0.1497
C 0.2522 -1.5135 2.6850  -0.2896
C 0.9188 -2.8926 2.8626  -0.1469
O 2.2452 -2.7375 3.3583  -0.0840
C 3.1479 -2.2174 2.3964  -0.2256
O 3.6635 -1.0077 2.8748  -0.0726
C 4.9344 -1.1424 3.4689  -0.1940
C 5.6731 0.2072 3.4417  -0.2412
O 4.7348 1.2473 3.6296  -0.0525
H -2.5888 2.6969 3.2339  0.0485
H -4.1030 1.9012 3.5215  0.0700
H -3.3438 1.8848 1.8689  0.0542
H -3.0334 -0.0887 3.9899  0.1021
H -1.5469 0.8747 3.9269  0.0872
H -2.7627 -0.2858 1.4234  0.0971
H -0.1856 -2.5660 0.5446  0.1153
H -1.3216 -1.3273 0.0673  0.0912
H -2.1567 -4.1203 0.9843  0.1264
H -1.9852 -3.4944 -0.6316  0.1168
H -3.9433 -4.4687 -0.6066  0.1283
H -5.3530 -3.4976 -0.2741  0.1183
H -3.1523 -2.8729 -2.2388  0.1170
H -4.7375 -3.4384 -2.7243  0.1298
H -3.0765 0.2575 -0.8069  0.1097
H -1.2849 1.5626 -1.8237  0.0962
H -0.4940 3.2472 -2.8108  0.0761
H -1.8539 3.2522 -3.9221  0.0918
H -0.3069 3.8435 -4.5276  0.0837
H 0.4725 2.0628 -6.3013  0.0841
H -1.2036 2.5423 -6.1676  0.0865
H -0.8319 0.8476 -6.4084  0.0558
H 0.8152 1.1670 -2.6714  0.1116
H 1.5397 2.1540 -3.9104  0.1209
H 0.3682 -0.9062 -5.8580  0.0738
H 0.0287 -1.3494 -4.1270  0.0828
H 1.4665 -1.9550 -5.0136  0.0575
H 3.6824 0.1814 -5.1957  0.0640
H 2.7232 1.5681 -5.6530  0.0712
H 2.4691 -0.0674 -6.4149  0.0782
H 3.1743 0.2442 -2.7710  0.0866
H 3.0739 -1.4082 -3.5512  0.0749
H 1.8258 -0.8701 -2.4598  0.0771
H -2.2079 -0.2082 -5.6015  0.1061
H -3.9619 -1.5012 -4.5911  0.1276
H -1.8027 -3.5580 2.9950  0.1121
H -3.0581 -2.3554 3.1101  0.0972
H -1.5566 -3.2505 5.2415  0.1115
H -2.4753 -1.7611 5.1754  0.0883
H 0.7708 -1.0388 1.8481  0.1190
H 0.9888 -3.4458 1.9189  0.1300
H 0.4160 -3.5494 3.5756  0.1261
H 3.9348 -2.9702 2.2557  0.1356
H 2.6628 -2.0323 1.4301  0.1367
H 5.5845 -1.8555 2.9473  0.1209
H 4.8516 -1.4240 4.5284  0.1335
H 6.4596 0.2204 4.2084  0.1166
H 6.1641 0.3090 2.4605  0.1149
H 5.1667 2.0995 3.5170  0.0875
C -8.0360 -1.8902 4.6618  -0.0728
C -7.6659 -1.4478 3.4030  -0.0623
C -6.3685 -1.6819 2.9801  -0.1403
N -5.4491 -2.3025 3.7140  0.0579
C -5.8196 -2.7165 4.9280  -0.1538
C -7.0932 -2.5398 5.4456  -0.0724
H -9.0417 -1.7292 5.0294  0.1054
H -8.3589 -0.9314 2.7550  0.0799
H -6.0380 -1.3546 2.0000  0.0922
H -5.0492 -3.2156 5.5074  0.1005
H -7.3389 -2.8998 6.4355  0.1008
C 0.3461 2.1021 8.3134  -0.0605
C 1.4490 2.0494 9.1501  -0.0673
C 1.6000 3.0461 10.1030  -0.1633
N 0.7456 4.0573 10.2609  0.0446
C -0.3089 4.0909 9.4465  -0.1632
C -0.5549 3.1436 8.4639  -0.0810
H 0.1895 1.3436 7.5563  0.0828
H 2.1763 1.2534 9.0659  0.1020
H 2.4472 3.0430 10.7808  0.0985
H -0.9873 4.9250 9.5968  0.0993
H -1.4301 3.2191 7.8333  0.0896
C -2.8045 7.4501 5.5672  -0.0800
C -1.7955 6.6394 6.0609  -0.0842
C -1.8475 5.2819 5.7835  -0.1506
N -2.8174 4.7084 5.0704  0.0635
C -3.7791 5.5046 4.6053  -0.1515
C -3.8198 6.8738 4.8221  -0.0698
H -2.7992 8.5160 5.7598  0.1078
H -0.9844 7.0487 6.6480  0.0974
H -1.0763 4.6123 6.1459  0.0892
H -4.5548 5.0100 4.0296  0.1035
H -4.6256 7.4709 4.4174  0.1011
C 2.5363 -7.0548 -5.7639  -0.0800
C 3.2704 -6.0542 -6.3781  -0.0789
C 2.8395 -4.7432 -6.2444  -0.1505
N 1.7540 -4.3893 -5.5585  0.0609
C 1.0587 -5.3653 -4.9758  -0.1509
C 1.4041 -6.7064 -5.0451  -0.0760
H 2.8414 -8.0908 -5.8435  0.1049
H 4.1588 -6.2854 -6.9489  0.0874
H 3.3849 -3.9262 -6.7041  0.0964
H 0.1785 -5.0457 -4.4268  0.1021
H 0.8023 -7.4561 -4.5496  0.0993
C 8.5858 -3.8163 -5.0378  -0.0776
C 7.9787 -2.7059 -4.4792  -0.0775
C 6.6425 -2.4708 -4.7713  -0.1774
N 5.9078 -3.2503 -5.5632  0.0750
C 6.5135 -4.3165 -6.0928  -0.1563
C 7.8399 -4.6431 -5.8628  -0.0759
H 9.6263 -4.0356 -4.8338  0.1089
H 8.5270 -2.0357 -3.8312  0.1101
H 6.1231 -1.6140 -4.3538  0.1057
H 5.8934 -4.9331 -6.7324  0.0812
H 8.2768 -5.5219 -6.3179  0.1032
C 9.4591 -1.0906 -8.8420  -0.0796
C 9.9229 0.2145 -8.8856  -0.0769
C 9.4375 1.1153 -7.9500  -0.1580
N 8.5461 0.7993 -7.0110  0.0586
C 8.1111 -0.4604 -6.9864  -0.1484
C 8.5338 -1.4398 -7.8726  -0.0632
H 9.8141 -1.8251 -9.5544  0.1044
H 10.6446 0.5281 -9.6275  0.0994
H 9.7745 2.1464 -7.9447  0.1016
H 7.3875 -0.6846 -6.2147  0.0759
H 8.1464 -2.4473 -7.8030  0.0910
C -9.5880 -1.9050 -1.8174  -0.0780
C -8.2457 -2.0704 -1.5207  -0.0603
C -7.7136 -1.3538 -0.4598  -0.1432
N -8.4203 -0.5086 0.2896  0.0560
C -9.7108 -0.3613 -0.0122  -0.1526
C -10.3410 -1.0328 -1.0479  -0.0731
H -10.0418 -2.4476 -2.6373  0.1054
H -7.6224 -2.7400 -2.0980  0.0994
H -6.6676 -1.4542 -0.1923  0.0815
H -10.2598 0.3345 0.6137  0.1041
H -11.3923 -0.8754 -1.2463  0.1007
C 1.8485 8.1151 2.7318  -0.0805
C 2.3604 9.3936 2.5804  -0.0768
C 1.9985 10.3603 3.5067  -0.1594
N 1.1822 10.1318 4.5345  0.0537
C 0.6996 8.8963 4.6614  -0.1547
C 0.9996 7.8565 3.7950  -0.0661
H 2.1073 7.3313 2.0310  0.1053
H 3.0257 9.6373 1.7633  0.0992
H 2.3776 11.3736 3.4290  0.1011
H 0.0375 8.7413 5.5048  0.0811
H 0.5781 6.8722 3.9503  0.0976

=====

One molecule with the formula C6F5PS2 at a distorted geometry. Source: the Open Molecules 2025 dataset; level of theory: ωB97M-V/def2-TZVPD.

Values from the calculation:
**Energy relative to the best compared isomer or geometry (same formula, charge and spin)**: 0.000 eV
**M**: 262.16 g mol⁻¹
**Frontier orbital gap**: 7.847 eV
**2S+1**: 1
**F_max**: 3.0 eV/Å

Each line ends with the Löwdin charge.
CARTESIAN COORDINATES (ANGSTROEM)
C 2.0383 0.0289 0.0121  -0.0821
C 1.3622 -1.1839 -0.0411  -0.1727
C 1.3531 1.2498 0.1193  -0.1529
C -0.0131 -1.2226 0.0969  -0.2765
C -0.0164 1.1487 0.3562  -0.2516
C -0.6937 -0.0572 0.2951  -0.1828
F 3.3674 0.1447 -0.2518  0.1060
F 1.9406 -2.3016 -0.3546  0.1654
F 1.9026 2.4324 0.1181  0.1662
F -0.6119 -2.3757 -0.1039  0.1231
F -0.6995 2.2747 0.4194  0.1081
P -2.7422 -0.1153 0.0363  0.0144
S -2.8145 0.2421 -1.8443  0.2572
S -4.3730 -0.2649 1.1422  0.1782

=====

A 2-piece molecular cluster, C6H10 overall at a distorted geometry. Source: the Open Molecules 2025 dataset; level of theory: ωB97M-V/def2-TZVPD.

Values from the calculation:
**Energy relative to the best compared isomer or geometry (same formula, charge and spin)**: 4.764 eV
**M**: 82.15 g mol⁻¹
**Frontier orbital gap**: 9.413 eV
**2S+1**: 1
**F_max**: 3.2 eV/Å

Each line ends with the Löwdin charge.
CARTESIAN COORDINATES (ANGSTROEM)
C 0.0938 -0.4796 -1.3115  -0.1559
C 0.5324 -0.5413 0.1075  -0.3001
C 1.5979 0.5153 0.4189  -0.0837
C -1.0175 -0.2685 1.4279  -0.0817
C -1.7301 0.4375 0.4469  -0.2337
C -1.9060 0.8057 -0.7037  0.0473
H 1.1328 -0.9721 -1.3309  0.1148
H 0.2202 0.4197 -1.9242  0.0849
H -0.6138 -1.2127 -1.7022  0.0923
H 0.7162 -1.5597 0.4335  0.1071
H 1.3352 0.9502 1.3791  0.0623
H 2.6347 0.1560 0.4808  0.0789
H 1.5774 1.3275 -0.3209  0.0824
H -1.5040 -1.2027 1.7636  0.0831
H -0.6147 0.2939 2.2776  0.0714
H -2.4544 1.3308 -1.4424  0.0306

=====

One molecule with the formula C6H10 at a distorted geometry. Source: the Open Molecules 2025 dataset; level of theory: ωB97M-V/def2-TZVPD.

Values from the calculation:
**Energy relative to the best compared isomer or geometry (same formula, charge and spin)**: 2.650 eV
**M**: 82.15 g mol⁻¹
**Frontier orbital gap**: 10.187 eV
**SMILES**: CC#CCCC
**2S+1**: 1
**F_max**: 1.0 eV/Å

Each line ends with the Löwdin charge.
CARTESIAN COORDINATES (ANGSTROEM)
C -0.1183 2.4975 -0.5936  -0.0868
C 0.0605 1.2033 -1.2162  -0.1116
C 0.0544 0.0083 -1.4070  -0.0514
C -0.8388 -0.9354 -0.6748  -0.2341
C -0.1568 -1.6743 0.4833  -0.2597
C 0.9301 -0.8957 1.2320  -0.1182
H 0.6390 3.1910 -0.9431  0.0749
H -1.1201 2.8979 -0.7900  0.0856
H -0.0153 2.3584 0.4923  0.0828
H -1.3835 -1.6090 -1.3338  0.0985
H -1.5852 -0.2335 -0.2756  0.1075
H -0.9566 -1.9382 1.1845  0.1027
H 0.2724 -2.6106 0.1140  0.1029
H 1.7666 -0.6390 0.5734  0.0707
H 1.3265 -1.5021 2.0552  0.0685
H 0.5544 0.0401 1.6657  0.0677

=====

One molecule with the formula C6H10 at a distorted geometry. Source: the Open Molecules 2025 dataset; level of theory: ωB97M-V/def2-TZVPD.

Values from the calculation:
**Energy relative to the best compared isomer or geometry (same formula, charge and spin)**: 2.413 eV
**M**: 82.15 g mol⁻¹
**Frontier orbital gap**: 9.827 eV
**SMILES**: CC1=CCCC1
**2S+1**: 1
**F_max**: 6.3 eV/Å

Each line ends with the Löwdin charge.
CARTESIAN COORDINATES (ANGSTROEM)
C -1.3860 -1.6905 -0.1946  -0.0945
C -0.3702 -0.6224 -0.2379  -0.2302
C 0.5784 -0.3700 -1.1549  -0.0762
C 1.3910 0.8213 -0.6787  -0.1937
C 0.8658 0.9700 0.7677  -0.3088
C -0.5450 0.7615 0.9073  -0.1397
H -2.3570 -1.1972 -0.0986  0.0763
H -1.3886 -2.3290 -1.0809  0.0727
H -1.2459 -2.3139 0.6954  0.0790
H 0.7658 -0.8960 -2.1127  0.1162
H 2.4775 0.6399 -0.6585  0.1053
H 1.1926 1.7317 -1.2538  0.1029
H 1.4295 0.3319 1.4584  0.1117
H 0.6696 2.1569 1.2479  0.1701
H -1.2160 1.5196 0.4710  0.1055
H -0.8614 0.4862 1.9229  0.1036

=====

One molecule with the formula C6H10. Source: the Open Molecules 2025 dataset; level of theory: ωB97M-V/def2-TZVPD.

Values from the calculation:
**Energy relative to the best compared isomer or geometry (same formula, charge and spin)**: 0.410 eV
**M**: 82.15 g mol⁻¹
**Frontier orbital gap**: 11.102 eV
**SMILES**: C1C[C@@H]2C[C@@H]2C1
**2S+1**: 1
**F_max**: 0.4 eV/Å

Each line ends with the Löwdin charge.
CARTESIAN COORDINATES (ANGSTROEM)
C 1.2745 -0.3342 0.4744  -0.1757
C 0.9643 0.9773 -0.2789  -0.1687
C -0.5019 0.8936 -0.6232  -0.2621
C -1.4687 0.5074 0.4604  -0.0847
C -0.9649 -0.5319 -0.5005  -0.2490
C 0.1835 -1.3730 0.0546  -0.1517
H 1.1806 -0.1622 1.5514  0.0977
H 2.3134 -0.6474 0.3149  0.1020
H 1.5556 1.0572 -1.2005  0.1088
H 1.1632 1.8743 0.3186  0.1083
H -0.8694 1.5544 -1.4028  0.1314
H -1.1191 0.4298 1.4894  0.1074
H -2.4857 0.8727 0.3616  0.0983
H -1.6353 -0.9515 -1.2467  0.1300
H -0.1329 -1.9391 0.9413  0.1044
H 0.4949 -2.1230 -0.6843  0.1038